No. 1
ORCA calculation (ωB97M-V with the def2-TZVPD basis set) on C39H35ClN2NbSi2 as an isolated structure in a non-equilibrium geometry.

Element x y z (Å)
H: -2.2142 -5.0647 -1.5607
H: 0.6439 0.0068 -1.5673
H: 1.2169 -4.3994 -6.8132
C: 0.7717 -1.4665 -4.3063
C: 0.6998 1.4732 -4.2241
H: -0.9718 4.4171 5.0738
C: -0.5187 2.7082 -1.1249
H: -0.0154 -4.8891 -0.3625
C: -0.4742 2.2198 -4.4144
C: 3.6396 -1.4864 6.0654
H: -2.7950 1.1023 0.8452
H: 0.9144 -2.6599 0.1717
H: -0.9324 4.4788 -2.3073
N: 1.7278 -0.8804 4.1468
H: -1.4315 -3.0338 2.2062
C: 1.4715 2.2739 6.0996
Si: 0.3509 -0.0690 -3.1976
H: 1.8839 -2.8558 3.4902
C: 0.2769 -2.4864 -6.4623
H: 2.1592 -2.4891 -3.0076
C: 0.6511 3.4035 6.1148
C: -1.1455 -0.8021 4.6928
H: 3.2533 0.5228 6.8042
C: -2.5388 -2.9010 -1.6214
H: -0.2179 -2.4583 -7.4355
H: -1.0813 -0.3674 -3.1737
C: -0.7830 -1.5234 -0.5718
C: -0.5621 3.2125 -5.3938
C: -2.1879 -0.9686 2.6250
H: 2.7517 1.2338 -4.8469
N: 0.3071 1.4324 4.1513
H: -0.1672 -2.8086 4.5698
H: -2.6279 0.7548 3.9964
C: -0.7717 -2.0476 4.1010
H: -2.8500 -0.7708 1.7891
Si: 0.0268 0.1069 0.0270
C: 3.2707 -2.4436 5.1208
C: 3.0376 -0.2333 6.0612
C: -2.6874 3.8103 -1.2251
C: 1.6550 -2.4999 -3.9811
C: 1.8412 1.8172 -4.9749
H: 0.8090 4.1816 6.8692
C: -1.3438 3.7316 -1.6192
H: -1.3503 2.0046 -3.8067
H: -2.6942 -0.7594 -1.3558
C: -2.3769 1.8045 0.1162
C: -0.4724 2.5459 4.1591
C: 1.0882 -3.5764 -6.0959
H: 2.6840 3.1587 -6.4395
H: -3.3465 4.5819 -1.6482
H: -3.5053 -2.9807 -2.1565
C: 1.2929 1.2960 5.1106
H: 4.4040 -1.7073 6.8023
H: 2.2546 2.1217 6.8480
C: 1.8264 -3.5524 -4.9059
C: -1.0207 1.6818 -0.2947
C: 2.2957 -2.1122 4.1856
H: 2.5182 -4.3611 -4.6773
C: -2.0447 -1.6407 -1.2100
C: 2.0725 0.0543 5.0955
C: 1.7873 2.8861 -5.8769
C: -3.1976 2.8545 -0.3307
C: -0.3274 3.5383 5.1249
C: 0.5980 3.5950 -6.0858
C: -2.0437 -0.1374 3.7914
H: 0.5489 2.7216 -1.3791
C: -0.5672 -3.9795 -0.6580
C: -0.0543 -2.7068 -0.3476
C: -1.8160 -4.0734 -1.3029
H: 0.5761 4.4276 -6.8006
H: -4.2357 2.9382 0.0177
C: -1.4241 -2.1603 2.8471
C: 0.0791 -1.4550 -5.5366
H: -0.6572 -0.6486 -5.7291
H: -0.8997 -0.4766 5.6979
Nb: -0.0885 -0.3637 2.8371
H: 3.7127 -3.4450 5.0813
H: -1.2356 2.5902 3.3770
Cl: 2.0976 0.3690 0.3296
H: -1.5200 3.6841 -5.6135

Results
- Electronic energy: -2711.80960 a.u.
- LUMO energy (alpha / beta): -11.0489 / -11.0496 eV
- Net charge: +3
- HOMO energy (alpha / beta): -14.87 / -14.87 eV
- Spin multiplicity: 1
- Orbital gap (alpha / beta): 3.82 / 3.82 eV

Population analysis type Mulliken, resulting atomic charges in e: 0.47 -0.18 0.40 0.56 0.66 0.44 -0.38 0.49 -0.27 -0.47 0.05 0.39 0.51 0.29 0.57 -0.72 0.26 0.58 -0.63 0.34 -0.60 -0.92 0.45 -0.72 0.41 -0.15 1.27 -0.83 -0.66 0.40 0.05 0.81 0.78 -0.67 0.84 0.62 -0.99 -0.90 -0.52 -0.35 -0.48 0.47 -0.74 0.53 0.54 -0.01 -0.22 -0.48 0.42 0.43 0.46 0.67 0.48 0.39 -0.62 0.90 -0.17 0.40 -0.37 0.80 -0.58 -0.85 -0.95 -0.46 0.00 0.45 -0.69 -0.79 -0.61 0.42 0.45 0.07 -0.29 0.30 0.54 -0.25 0.43 0.57 -0.28 0.44

---

No. 2
ORCA calculation (ωB97M-V with the def2-TZVPD basis set) on C2H10BInO2 as an isolated structure in a non-equilibrium geometry.

Element x y z (Å)
H: -1.8742 1.0900 -2.7761
H: -0.1109 2.4558 -1.5930
H: 1.5056 -2.8617 2.5767
C: -1.7276 0.9751 -1.6981
H: -2.4482 1.5309 -1.0995
O: -1.9446 -0.3564 -1.2800
O: -0.1670 1.2873 0.0332
H: 2.9916 -1.7645 3.4596
B: 2.2585 -1.9231 2.5310
In: -0.0876 -1.0951 0.7342
H: 0.5039 0.7870 -1.8430
H: 1.7542 -0.8016 2.3082
H: 2.7013 -2.0431 1.4224
H: -2.6389 -0.7995 -1.7847
H: -0.4117 2.1233 0.4505
C: -0.3044 1.3956 -1.4416

Results
- Electronic energy: -446.72556 a.u.
- LUMO energy: -14.0950 eV
- Net charge: +2
- HOMO energy: -19.25 eV
- Relative energy (zero: lowest compared OMol25 entry of this formula, charge and spin): 0.00 kcal per mole
- Spin multiplicity: 1
- Orbital gap: 5.16 eV

Population analysis type Mulliken, resulting atomic charges in e: 0.36 0.39 0.07 -0.06 0.29 -0.44 -0.50 0.21 0.02 1.09 0.28 0.09 0.14 0.31 0.33 -0.58

---

No. 3
ORCA calculation (ωB97M-V with the def2-TZVPD basis set) on one molecule with the formula C4H7Cl3NP in a non-equilibrium geometry.

Element x y z (Å)
Cl: -2.5887 1.1800 -0.2026
H: 0.8590 -2.0188 0.2195
C: 0.2208 -1.3028 -0.3278
H: 2.0590 -0.4763 -1.0251
H: 0.4837 0.3770 2.9364
Cl: -1.9206 -1.5256 1.6567
H: 0.8172 -0.6715 -2.2817
H: -0.3153 1.1768 -1.9795
N: 0.6628 -0.3924 2.2894
H: 0.8851 1.7252 -0.9408
C: 0.3815 0.9414 -1.2970
H: -0.5524 -1.8956 -0.7071
C: 1.0258 -0.4056 -1.2466
P: -0.3913 -0.3940 1.1716
C: -1.0218 1.1238 0.3854
Cl: -0.6047 2.5584 1.3492

Results
- Electronic energy: -1933.11691 a.u.
- LUMO energy (alpha / beta): 0.5993 / -2.5855 eV
- HOMO energy (alpha / beta): -6.47 / -9.53 eV
- Relative energy (zero: lowest compared OMol25 entry of this formula, charge and spin): 27.21 kcal per mole
- Spin multiplicity: 3
- Orbital gap (alpha / beta): 7.07 / 6.94 eV

Population analysis type Mulliken, resulting atomic charges in e: -0.07 0.37 -0.89 0.40 0.25 -0.26 0.23 0.57 -0.72 0.53 -1.48 0.48 -0.28 0.78 0.23 -0.14

---

No. 4
ORCA calculation (ωB97M-V with the def2-TZVPD basis set) on H9NNbOP2 as an isolated structure in a non-equilibrium geometry.

Element x y z (Å)
O: 2.7795 0.9149 1.0990
H: -0.6221 2.2389 0.2586
H: 2.0056 0.4597 -1.1778
P: -0.8532 -0.2868 -1.2591
H: -2.1608 -0.3770 -1.7902
H: -0.8315 -2.4844 -0.8238
H: -0.2932 0.3001 -2.4254
P: 1.8706 0.1176 0.1996
H: -2.2008 0.0428 0.6455
H: 2.2279 -1.2325 0.0602
H: -0.7684 1.9356 2.2616
N: -0.2325 -1.6753 -0.7778
Nb: -0.5661 0.5888 1.1260
H: -0.3549 -0.5423 2.6036

Results
- Electronic energy: -874.91289 a.u.
- LUMO energy: 3.0607 eV
- Net charge: -1
- HOMO energy: -4.82 eV
- Spin multiplicity: 1
- Orbital gap: 7.88 eV

Population analysis type Mulliken, resulting atomic charges in e: -0.69 0.07 0.00 0.09 0.03 0.17 -0.01 0.31 -0.04 0.05 0.11 -0.56 -0.55 0.00

---

No. 5
ORCA calculation (ωB97M-V with the def2-TZVPD basis set) on a 2-piece molecular cluster, C3H12N2OS overall in a non-equilibrium geometry.

Element x y z (Å)
H: 4.8681 -0.1649 -0.3115
H: 1.5096 -1.5602 -0.3506
O: -4.8409 0.4012 3.4492
H: -0.8537 -1.4469 -1.2649
N: -2.0361 0.3266 -1.1626
H: 2.8315 1.2731 0.1145
C: 1.6018 -0.4763 -0.6126
H: -4.3909 0.2901 4.3158
H: -0.4267 -0.1335 -2.3771
H: -4.1733 0.4505 2.6848
H: 0.4726 0.9989 -0.2141
C: 2.6155 0.1481 0.3271
H: -2.7887 -0.2526 -1.5294
N: 0.2989 -0.0173 -0.3494
H: 2.0261 0.3825 1.3517
S: 4.1602 -0.6505 0.6882
H: 1.9300 -0.3819 -1.7127
C: -0.7706 -0.3584 -1.2993
H: -2.0336 1.1716 -1.7469

Results
- Electronic energy: -704.37717 a.u.
- LUMO energy: 0.8162 eV
- SMILES: NCNCCS.O
- HOMO energy: -8.84 eV
- Relative energy (zero: lowest compared OMol25 entry of this formula, charge and spin): 38.32 kcal per mole
- Spin multiplicity: 1
- Orbital gap: 9.66 eV

Population analysis type Mulliken, resulting atomic charges in e: 0.11 0.29 -0.67 0.31 -0.57 0.33 -0.24 0.33 0.27 0.34 0.21 -0.84 0.25 -0.35 0.33 -0.19 0.27 -0.44 0.27

---

No. 6
ORCA calculation (ωB97M-V with the def2-TZVPD basis set) on a 2-piece molecular cluster, C4H12 overall in a non-equilibrium geometry.

Element x y z (Å)
H: 1.6977 -1.3885 -1.9465
H: -2.1089 2.9603 1.3308
H: -1.7797 2.8684 -0.3545
H: 2.6252 -1.9747 -0.5853
C: -1.6887 2.2525 0.5833
H: -2.3795 1.4215 0.4175
C: 0.4039 -1.9616 -0.3570
C: -0.3174 1.7309 1.0129
H: 0.2711 1.3453 0.1860
H: -0.4548 1.0618 1.8202
H: 1.5187 -3.0488 -1.7440
C: 1.7355 -2.1546 -1.1489
H: 0.1540 2.6764 1.4024
H: -0.4541 -1.9799 -1.1427
H: 0.4859 -1.0263 0.1718
H: 0.2912 -2.7829 0.3540

Results
- Electronic energy: -159.55932 a.u.
- LUMO energy: 1.0991 eV
- SMILES: CC.CC
- HOMO energy: -11.53 eV
- Relative energy (zero: lowest compared OMol25 entry of this formula, charge and spin): 16.10 kcal per mole
- Spin multiplicity: 1
- Orbital gap: 12.63 eV

Population analysis type Mulliken, resulting atomic charges in e: 0.25 0.26 0.28 0.34 -0.87 0.27 -0.52 -0.68 0.18 0.26 0.29 -0.91 0.29 0.24 0.00 0.30

---

No. 7
ORCA calculation (ωB97M-V with the def2-TZVPD basis set) on one molecule with the formula C4H6O2 in a non-equilibrium geometry.

Element x y z (Å)
C: -1.8766 -0.2271 -1.0069
H: -0.5973 0.4636 1.8167
O: 0.9311 -1.3649 -0.6007
C: 0.5664 0.9477 -0.0684
O: -1.5528 -0.3804 0.2227
H: 1.0593 1.8262 0.3268
H: 0.3321 0.9826 -1.1636
C: -0.3970 0.1849 0.7888
H: 1.6611 -0.5442 1.1530
C: 0.9009 -0.4272 0.3835
H: -1.3475 0.6585 -1.4490
H: 0.3205 -2.1197 -0.4030

Results
- Electronic energy: -306.31844 a.u.
- LUMO energy: 0.7816 eV
- HOMO energy: -8.43 eV
- Relative energy (zero: lowest compared OMol25 entry of this formula, charge and spin): 117.88 kcal per mole
- Spin multiplicity: 1
- Orbital gap: 9.21 eV

Population analysis type Mulliken, resulting atomic charges in e: -0.27 0.38 -0.52 -0.76 -0.17 0.26 0.24 -0.15 0.32 0.15 0.16 0.33

---

Question: Among the records above, which one has the lowest electronic energy?
Answer: C39H35ClN2NbSi2

---

Question: electronic energy of number 7 (C4H6O2)?
Answer: -306.31844 a.u.

---

Question: The highest electronic energy belongs to which entry?
Answer: C4H12